Record 1
Below is C36H25ClF6N4O6Pb as an isolated structure, with properties calculated with wB97M-V/def2-TZVPD.

Properties
gap between HOMO and LUMO	6.3	eV
net charge	-2
E_tot	-90061.9857	eV
F_max	0.467	eV/Å
multiplicity	1
lowest unoccupied orbital energy	4.1	eV

```
79
C36H25ClF6N4O6Pb, DFT wB97M-V/def2-TZVPD
Pb 0.282 -0.389 -0.169
Cl -4.520 1.123 -5.834
F 3.540 -1.819 5.501
F 5.576 0.038 4.036
F 1.666 -0.957 4.860
F 5.543 -2.060 3.539
F 3.305 0.326 5.404
F 5.434 -0.586 1.971
O 2.110 0.447 -1.651
O -2.015 2.331 3.562
O -0.615 -1.332 -2.211
O 3.564 -2.798 0.097
O 2.976 -2.026 2.725
O -0.545 1.399 1.309
N -1.078 -1.875 1.925
N 0.505 1.755 -2.700
N -0.169 1.686 -1.488
N -2.407 -0.618 -0.102
C -0.384 -2.442 2.877
C -2.254 -1.264 2.234
C -1.889 2.760 -0.126
C 2.391 1.014 -3.940
C 4.996 -0.881 3.212
C 4.352 0.287 -5.141
C -2.125 -0.041 -5.212
C -2.717 -0.233 -2.485
C 3.845 0.828 -6.314
C -0.824 -2.507 4.221
C -3.010 3.594 -0.256
C -4.571 0.166 2.859
C 2.922 0.397 2.587
C -3.135 -0.284 -1.102
C 3.002 -0.832 4.756
C -2.262 2.713 2.267
C 1.619 1.059 -2.647
C 3.437 -0.896 3.258
C -1.501 2.240 1.142
C 1.887 1.558 -5.119
C -3.353 0.423 -4.720
C -1.467 -0.747 -2.955
C 2.750 -2.113 0.493
C -0.736 1.854 3.970
C -3.358 3.529 2.102
C -2.964 -0.576 1.196
C 3.626 0.377 -3.961
C -3.638 0.328 -3.387
C -3.763 3.965 0.834
C -3.941 -0.529 3.847
C -2.754 -1.242 3.551
C -1.096 2.550 -1.330
C -4.074 0.156 1.540
C -1.222 -0.611 -4.359
C 2.609 1.465 -6.298
C -2.003 -1.913 4.547
H 0.920 2.042 -5.086
H 1.836 0.432 2.680
H -4.630 4.604 0.723
H -3.278 3.939 -1.250
H 3.175 0.378 1.528
H 5.314 -0.211 -5.145
H 3.990 -0.050 -3.036
H 2.207 1.889 -7.212
H -3.908 3.810 2.993
H -1.281 3.240 -2.158
H 3.342 1.302 3.033
H -0.211 -3.005 4.959
H -0.259 -0.955 -4.717
H -0.519 0.864 3.580
H 4.406 0.750 -7.239
H 0.061 2.532 3.658
H -5.445 0.765 3.083
H -1.897 0.065 -6.265
H -0.785 1.826 5.059
H -4.304 -0.509 4.868
H 0.589 -2.841 2.606
H -4.192 -0.034 -0.953
H -4.563 0.778 0.803
H -4.580 0.709 -3.007
H -2.372 -1.918 5.567
```

=====

Record 2
Below is C36H26CaCl3O4S2Se3Te as an isolated structure at a distorted geometry, with properties calculated with wB97M-V/def2-TZVPD.

Properties
gap between HOMO and LUMO	4.9	eV
net charge	-1
E_tot	-326959.4832	eV
F_max	2.962	eV/Å
multiplicity	1
lowest unoccupied orbital energy	1.5	eV

```
76
C36H26CaCl3O4S2Se3Te, DFT wB97M-V/def2-TZVPD
Te 5.058 4.695 -0.341
Se 4.720 4.811 3.544
Se 5.291 6.143 1.703
Se 2.584 4.304 -0.368
Ca 3.111 3.084 2.161
Cl 6.975 1.029 0.242
Cl 7.363 1.768 3.001
Cl 6.369 -0.875 2.322
S -1.441 2.921 -0.572
S 1.258 1.219 1.180
O 4.281 1.748 0.975
O -1.550 4.097 -1.464
O 4.354 1.318 3.157
O 1.502 1.755 2.572
C -5.108 1.420 -1.468
C -5.641 1.108 -0.217
C -2.232 -0.802 0.466
C 1.159 -1.249 -4.038
C -0.302 0.320 1.371
C 3.702 -2.548 0.399
C -3.871 -1.812 1.967
C -0.733 1.588 -1.588
C 3.590 -1.543 -0.553
C 3.095 -2.369 1.645
C 0.247 -2.006 -1.514
C -0.742 0.055 2.683
C 2.243 -0.255 0.941
C 2.868 -0.389 -0.285
C -1.026 -0.066 0.267
C 4.471 -3.811 0.109
C 1.364 -2.520 -3.587
C -0.591 0.302 -1.117
C 0.027 -0.672 -1.952
C -1.894 -0.644 2.881
C -2.662 -1.097 1.783
C -3.042 -1.206 -0.626
C -3.838 1.965 -1.585
C 0.901 -2.902 -2.307
C 0.494 -0.287 -3.234
C -0.280 1.970 -2.861
C 2.362 -1.231 1.921
C -4.208 -1.884 -0.416
C -4.626 -2.197 0.897
C -4.883 1.375 0.919
C -7.015 0.503 -0.088
C 6.346 0.857 1.883
C -3.615 1.926 0.812
C 4.848 1.348 2.020
C 0.322 1.048 -3.666
C -3.093 2.200 -0.441
H 2.815 0.415 -1.012
H -5.688 1.220 -2.362
H -0.156 0.440 3.509
H -3.024 2.127 1.701
H 1.081 -3.909 -1.951
H -0.100 -2.298 -0.530
H -7.446 0.293 -1.067
H 5.302 -3.926 0.809
H -7.690 1.180 0.441
H 0.706 1.340 -4.636
H -4.820 -2.184 -1.259
H 3.210 -3.131 2.409
H -2.241 -0.852 3.887
H -5.555 -2.731 1.052
H -5.284 1.132 1.898
H 1.509 -0.949 -5.020
H -2.723 -0.960 -1.632
H 4.879 -3.800 -0.901
H 4.081 -1.653 -1.513
H 1.904 -1.087 2.893
H 3.826 -4.686 0.213
H 1.886 -3.239 -4.206
H -0.396 3.005 -3.156
H -6.975 -0.430 0.480
H -4.195 -2.039 2.977
H -3.422 2.211 -2.557
```

=====

Record 3
Below is C36H26CrIO7 as an isolated structure at a distorted geometry, with properties calculated with wB97M-V/def2-TZVPD.

Properties
gap between HOMO and LUMO (alpha / beta)	5.8 / 5.0	eV
net charge	+1
E_tot	-88596.3389	eV
F_max	4.833	eV/Å
multiplicity	3
lowest unoccupied orbital energy (alpha / beta)	-3.3 / -5.8	eV

```
71
C36H26CrIO7, DFT wB97M-V/def2-TZVPD
I -2.871 -2.380 -1.108
Cr 4.058 0.536 1.945
O 4.850 -2.238 2.961
O -3.021 1.897 -1.698
O 5.092 1.120 4.771
O 1.630 -0.219 3.624
O -2.323 0.849 -3.669
O -1.599 -1.239 -3.723
O -3.981 0.432 -0.313
C -1.408 2.640 0.671
C -0.996 0.196 0.726
C 1.241 -4.252 -3.003
C -3.107 2.544 2.872
C 3.175 2.148 0.888
C 0.043 -4.977 -3.067
C -1.637 1.400 1.294
C -2.710 -2.655 2.546
C -1.051 -3.219 -1.836
C -2.382 1.414 2.496
C -1.931 -0.309 -3.017
C 5.542 1.619 0.798
C -2.055 -0.362 -1.498
C -1.116 -4.457 -2.481
C 0.121 -2.476 -1.793
C 4.585 -1.221 2.458
C -3.020 3.717 2.111
C 1.285 -3.005 -2.370
C 0.280 0.406 0.169
C -3.103 0.641 -1.133
C 5.240 0.417 0.150
C -2.868 3.170 -3.713
C 2.859 0.983 0.146
C -2.206 2.061 -2.893
C 4.759 1.000 3.662
C -0.238 -2.071 1.399
C -0.445 -3.300 2.008
C 1.466 0.607 -0.102
C -0.761 2.328 -2.547
C -1.260 -1.104 1.348
C 3.904 0.081 -0.127
C -1.676 -3.586 2.603
C 2.502 0.124 2.931
C 4.503 2.489 1.165
C -2.527 -1.447 1.876
C -2.160 3.763 1.008
H -2.389 0.530 3.137
H -3.366 -0.761 1.753
H 0.132 -1.491 -1.324
H 3.649 -0.884 -0.570
H -0.596 2.717 -0.050
H -2.070 -4.977 -2.541
H 2.204 -2.417 -2.334
H -0.167 2.330 -3.473
H -0.673 3.312 -2.071
H 6.579 1.863 1.042
H -3.740 2.500 3.760
H -3.602 4.596 2.389
H 0.372 -4.023 2.034
H 4.722 3.413 1.704
H 2.147 -4.655 -3.463
H -2.845 4.109 -3.150
H 2.354 2.783 1.232
H -3.909 2.898 -3.919
H -2.057 4.669 0.407
H 0.005 -5.938 -3.580
H -3.671 -2.859 3.024
H 0.736 -1.816 0.977
H 6.036 -0.283 -0.107
H -0.374 1.556 -1.869
H -2.334 3.300 -4.660
H -1.825 -4.537 3.118
```

=====

Record 4
Below is C36H26N3PPd as an isolated structure at a distorted geometry, with properties calculated with wB97M-V/def2-TZVPD.

Properties
gap between HOMO and LUMO	6.6	eV
E_tot	-54993.4597	eV
F_max	1.559	eV/Å
multiplicity	1
lowest unoccupied orbital energy	-0.1	eV

```
67
C36H26N3PPd, DFT wB97M-V/def2-TZVPD
Pd 0.383 0.094 0.082
P -0.386 -3.418 0.136
N 0.333 2.124 0.492
N 0.851 0.836 -1.783
N -0.062 0.052 2.085
C 0.201 1.398 4.080
C 3.668 -2.068 -1.360
C -2.945 -2.564 0.314
C -0.500 -6.184 -0.032
C -0.779 -7.415 -0.611
C -1.467 -5.069 -1.920
C 0.465 2.389 1.819
C 0.561 2.918 -0.596
C -2.930 -0.681 -1.691
C 1.099 -2.843 -0.706
C -4.086 -1.820 0.067
C 1.419 0.779 -4.100
C 3.189 -3.284 -1.816
C -0.540 -0.883 4.226
C -1.408 -7.471 -1.845
C 1.527 -1.561 -0.305
C -4.075 -0.859 -0.933
C 0.506 4.301 -0.670
C 1.114 4.317 -3.016
C 1.117 0.159 -2.878
C 0.934 3.664 3.839
C -0.836 -4.998 -0.680
C 0.875 3.564 2.438
C -1.754 -6.295 -2.498
C 0.578 2.633 4.659
C 1.438 2.141 -4.162
C 0.871 2.208 -1.815
C 0.785 4.981 -1.870
C 0.209 1.259 2.681
C 1.151 2.901 -3.007
C 2.842 -1.216 -0.632
C -1.780 -2.392 -0.438
C 1.904 -3.680 -1.474
C -0.441 -0.966 2.826
C -1.788 -1.440 -1.456
C -0.191 0.278 4.846
H -4.953 -0.256 -1.125
H -0.854 -1.755 4.783
H -1.634 -8.429 -2.297
H 1.663 2.656 -5.088
H 4.683 -1.765 -1.590
H 1.250 4.606 4.272
H 1.328 4.845 -3.936
H 1.537 -4.652 -1.785
H -0.511 -8.328 -0.095
H -0.016 -6.140 0.937
H 0.725 6.063 -1.875
H 1.639 0.163 -4.961
H 1.161 4.416 1.847
H -0.937 -1.298 -2.112
H -2.250 -6.335 -3.460
H 3.230 -0.248 -0.334
H 3.820 -3.933 -2.412
H -2.952 -3.297 1.115
H -4.975 -1.981 0.664
H -0.632 -1.896 2.310
H -2.917 0.059 -2.483
H 1.127 -0.922 -2.792
H -1.743 -4.155 -2.434
H -0.220 0.365 5.925
H 0.214 4.871 0.195
H 0.581 2.736 5.736
```

=====

Record 5
Below is a 3-piece molecular cluster, C36H26O9 overall at a distorted geometry, with properties calculated with wB97M-V/def2-TZVPD.

Properties
gap between HOMO and LUMO	8.8	eV
SMILES	O=C1c2ccccc2C(=O)c2ccccc21.O=C1c2ccccc2C(=O)c2ccccc21.COCC1=C(CCO)C(=O)OC1=O
E_tot	-56181.6650	eV
F_max	1.021	eV/Å
multiplicity	1
lowest unoccupied orbital energy	-0.9	eV

```
71
C36H26O9, DFT wB97M-V/def2-TZVPD
O -0.700 -2.782 -3.530
O 0.053 1.463 5.044
O -2.975 3.638 7.103
O -1.404 -2.475 2.804
O 1.663 0.480 -7.065
O 2.901 -3.567 -0.194
O -0.927 2.760 6.632
O -2.708 5.788 3.437
O 1.759 5.367 3.673
C 1.938 -3.341 0.512
C -0.152 -2.065 -4.341
C 2.070 -0.238 3.444
C -2.075 -1.119 -8.031
C -2.675 -1.989 -7.126
C 0.681 -4.124 0.361
C -1.994 3.624 6.433
C -0.150 3.910 3.154
C -1.586 -4.617 1.016
C -1.628 -5.638 0.080
C 1.823 -0.660 -5.008
C -0.199 -0.872 -6.552
C 0.628 -5.140 -0.585
C -1.726 4.373 5.159
C -2.045 -2.293 -5.932
C 3.109 -1.315 -2.633
C -0.840 -0.562 -7.745
C -0.807 -1.734 -5.638
C -2.463 5.630 4.815
C 1.143 -0.282 -6.277
C -0.524 -5.894 -0.725
C 1.197 -1.492 -4.076
C -0.418 -2.744 2.152
C -0.435 -3.853 1.156
C -0.462 2.492 5.342
C 1.975 -2.271 1.545
C 0.848 -1.974 2.316
C -0.793 3.676 4.491
C 3.740 -0.500 -3.568
C 0.898 -0.954 3.258
C 3.195 -0.546 2.685
C 0.495 5.289 3.019
C -3.706 4.901 2.926
C 1.841 -1.808 -2.887
C 3.098 -0.170 -4.750
C 3.149 -1.555 1.737
H 4.021 -1.796 1.144
H 4.735 -0.123 -3.373
H 2.115 0.553 4.176
H -2.572 -0.879 -8.961
H 1.348 -2.446 -2.167
H 0.018 -0.730 3.842
H 1.493 -5.332 -1.206
H -0.170 6.091 3.344
H -0.363 0.113 -8.443
H -0.905 3.786 2.373
H 0.627 3.154 3.011
H -2.504 -2.965 -5.220
H -4.432 5.495 2.369
H -1.866 6.490 5.142
H 1.688 4.939 4.533
H -4.237 4.400 3.741
H -0.563 -6.685 -1.462
H 0.700 5.456 1.958
H 3.606 -1.573 -1.707
H -2.525 -6.234 -0.025
H 3.577 0.467 -5.481
H -3.238 4.158 2.277
H -3.400 5.672 5.387
H 4.114 0.006 2.835
H -2.442 -4.405 1.641
H -3.637 -2.429 -7.355
```

=====

Record 6
Below is C36H27CaIN8O4Se as an isolated structure at a distorted geometry, with properties calculated with wB97M-V/def2-TZVPD.

Properties
gap between HOMO and LUMO	5.8	eV
E_tot	-149770.1465	eV
F_max	2.340	eV/Å
multiplicity	1
lowest unoccupied orbital energy	-1.0	eV

```
78
C36H27CaIN8O4Se, DFT wB97M-V/def2-TZVPD
I -3.211 4.747 -1.717
Se 7.431 -3.604 0.823
Ca -0.021 -1.080 -0.388
O -0.926 -0.540 -2.181
O -1.004 -2.731 -2.051
O 1.163 0.222 0.687
O -1.562 -2.621 0.601
N 5.976 -3.655 1.810
N 6.562 -2.932 -0.554
N 1.965 -1.700 -1.398
N -1.507 -0.024 0.908
N -1.489 1.191 1.310
N -3.550 -0.271 -2.348
N 1.329 -2.546 1.091
N -0.055 1.837 -1.545
C 2.238 -1.290 -2.615
C -1.200 2.479 -1.455
C 4.554 -1.825 -2.401
C 0.380 5.511 2.138
C 3.521 -1.338 -3.171
C -5.159 -0.603 1.058
C -3.995 -2.684 0.699
C -1.527 -1.635 -2.276
C -2.751 -0.623 0.911
C 2.604 -2.621 0.710
C 1.929 -3.405 3.241
C 5.290 -2.783 -0.231
C 0.568 4.157 1.820
C -0.311 4.376 -2.604
C 1.860 3.621 1.557
C 3.250 -3.509 2.865
C 3.611 -3.107 1.576
C 0.872 3.669 -2.735
C -5.175 -1.976 0.882
C 4.274 -2.264 -1.103
C 4.962 -3.192 1.101
C -3.955 0.072 1.059
C -2.775 -2.022 0.724
C 0.954 2.402 -2.178
C -0.549 3.296 1.736
C -3.003 -1.569 -2.707
C 1.011 -2.911 2.312
C 2.942 -2.186 -0.634
C -0.373 1.916 1.360
C -0.877 6.017 2.356
C -1.983 5.166 2.285
C 2.031 2.335 1.179
C 0.937 1.409 1.041
C -1.821 3.833 1.994
C -1.365 3.760 -1.956
C -1.535 -4.017 0.409
H -0.408 5.371 -3.008
H -0.488 -4.275 0.277
H -2.014 1.963 -0.963
H 3.012 1.947 0.943
H -4.225 0.057 -3.031
H -2.770 0.384 -2.347
H -2.668 3.166 1.963
H 1.395 -0.903 -3.174
H -2.073 -4.315 -0.493
H -0.031 -2.810 2.579
H 5.571 -1.871 -2.759
H 1.711 4.098 -3.258
H -6.114 -2.507 0.868
H -6.083 -0.056 1.177
H 3.697 -0.988 -4.177
H 1.246 6.157 2.194
H -4.043 -3.749 0.524
H 1.606 -3.708 4.225
H -3.922 1.145 1.167
H -1.938 -4.542 1.284
H -1.016 7.065 2.583
H -3.031 -1.778 -3.787
H 2.715 4.275 1.662
H -3.558 -2.362 -2.196
H 1.855 1.805 -2.235
H -2.972 5.568 2.456
H 4.013 -3.887 3.527
```

=====

> Among the records above, which one has the highest F_max?

C36H26CrIO7